#A
{
  "formula": "C3H9N2O",
  "method": "wB97M-V/def2-TZVPD",
  "homo_ev": -14.30,
  "charge": 1,
  "gap_ev": 10.64,
  "e_lumo_ev": -3.660,
  "smiles": "CNC(=O)C[NH3+]",
  "symbols": ["C", "N", "C", "O", "C", "N", "H", "H", "H", "H", "H", "H", "H", "H", "H"],
  "coordinates": [[-1.650, -0.605, -1.185], [-0.583, 0.325, -1.434], [0.521, 0.368, -0.674], [1.547, 0.981, -0.868], [0.504, -0.334, 0.747], [1.306, 0.616, 1.607], [-1.683, -1.633, -1.549], [-2.585, -0.180, -1.547], [-1.855, -0.850, -0.146], [-0.614, 0.898, -2.258], [0.956, -1.290, 0.464], [-0.405, -0.609, 1.277], [1.914, 1.211, 1.029], [1.836, -0.026, 2.207], [0.791, 1.126, 2.329]],
  "mulliken_charge": [-0.845, -0.117, 0.495, -0.631, -0.587, -0.277, 0.334, 0.347, 0.239, 0.284, 0.302, 0.385, 0.358, 0.360, 0.353]
}

#B
{
  "formula": "C3H9N2O",
  "method": "wB97M-V/def2-TZVPD",
  "homo_ev": -15.07,
  "charge": 1,
  "gap_ev": 11.61,
  "e_lumo_ev": -3.462,
  "smiles": "N[C@@H]1COC[NH2+]1",
  "symbols": ["N", "C", "C", "O", "C", "N", "H", "H", "H", "H", "H", "H", "H", "H", "H"],
  "coordinates": [[1.829, -0.478, 0.329], [0.649, -0.117, -0.391], [0.157, 1.298, -0.111], [-1.234, 1.221, -0.377], [-1.731, 0.015, 0.087], [-0.509, -0.904, 0.188], [2.557, 0.225, 0.244], [2.224, -1.361, 0.024], [0.658, -0.295, -1.469], [0.589, 2.039, -0.776], [0.355, 1.577, 0.928], [-2.430, -0.405, -0.632], [-2.178, 0.077, 1.078], [-0.670, -1.794, -0.286], [-0.267, -1.098, 1.164]],
  "mulliken_charge": [-0.637, 0.148, -0.628, -0.312, -0.365, -0.186, 0.257, 0.251, 0.328, 0.371, 0.366, 0.330, 0.333, 0.346, 0.399]
}

#C
{
  "formula": "C3H9N2O",
  "method": "wB97M-V/def2-TZVPD",
  "homo_ev": -14.39,
  "charge": 1,
  "gap_ev": 10.73,
  "e_lumo_ev": -3.667,
  "smiles": "CNC(=O)C[NH3+]",
  "symbols": ["C", "N", "C", "O", "C", "N", "H", "H", "H", "H", "H", "H", "H", "H", "H"],
  "coordinates": [[2.297, 0.960, -0.277], [0.886, 0.862, -0.626], [0.076, 0.045, 0.056], [0.451, -0.841, 0.813], [-1.441, 0.164, -0.105], [-1.977, -1.179, 0.253], [2.924, 0.917, -1.167], [2.547, 1.772, 0.401], [2.566, 0.024, 0.220], [0.541, 1.720, -1.021], [-1.597, 0.812, 0.748], [-1.911, 0.500, -0.998], [-2.041, -1.797, -0.557], [-1.369, -1.537, 1.009], [-2.935, -1.082, 0.597]],
  "mulliken_charge": [-0.877, -0.223, 0.753, -0.642, -0.751, -0.258, 0.306, 0.315, 0.340, 0.276, 0.309, 0.418, 0.332, 0.347, 0.355]
}

Which of them is most stable? Easy: #C.

#A
{
  "formula": "C3H9N5",
  "method": "wB97M-V/def2-TZVPD",
  "homo_ev": [-7.59, -7.51],
  "gap_ev": [7.95, 7.67],
  "e_lumo_ev": [0.363, 0.163],
  "symbols": ["C", "C", "C", "N", "N", "N", "N", "N", "H", "H", "H", "H", "H", "H", "H", "H", "H"],
  "coordinates": [[-0.577, 0.377, -2.182], [-1.458, -1.607, 0.373], [2.129, 1.013, 1.448], [-0.249, -0.745, -1.519], [-1.324, 1.286, -1.683], [0.375, -0.174, 0.636], [-0.420, -0.785, -0.213], [1.448, 0.457, 0.323], [-0.202, 0.350, -3.213], [-1.138, -2.014, 1.332], [-2.370, -1.019, 0.497], [-1.674, -2.425, -0.313], [3.019, 1.519, 1.087], [1.498, 1.741, 1.973], [2.429, 0.233, 2.162], [-1.556, 2.030, -2.332], [0.068, -0.237, 1.624]],
  "mulliken_charge": [0.122, -0.840, -0.699, -1.275, -0.673, 0.434, 0.855, -0.713, 0.408, 0.311, 0.297, 0.319, 0.297, 0.274, 0.265, 0.211, 0.407]
}

#B
{
  "formula": "C3H9N5",
  "method": "wB97M-V/def2-TZVPD",
  "homo_ev": -8.59,
  "gap_ev": 9.32,
  "e_lumo_ev": 0.734,
  "smiles": "[H]/N=C/N=C(\\NC)NN",
  "symbols": ["H", "N", "C", "N", "C", "N", "C", "N", "N", "H", "H", "H", "H", "H", "H", "H", "H"],
  "coordinates": [[1.813, 1.115, -2.629], [1.182, 1.023, -1.875], [1.576, 0.233, -0.936], [0.907, -0.254, 0.144], [-0.389, -0.019, 0.439], [-1.398, -0.073, -0.413], [-1.215, -0.428, -1.815], [-0.714, -0.025, 1.787], [0.279, -0.274, 2.735], [2.682, -0.237, -0.904], [-2.395, 0.047, 0.034], [-2.306, -0.219, -2.439], [-0.355, 0.280, -2.343], [-1.008, -1.644, -1.801], [-1.689, -0.396, 1.957], [0.892, -1.015, 2.251], [0.749, 0.565, 3.102]],
  "mulliken_charge": [0.191, -0.720, 0.022, -0.527, 0.547, -0.227, -0.728, -0.121, -0.597, 0.263, 0.284, 0.258, 0.319, 0.243, 0.230, 0.313, 0.250]
}

Which of them is most stable? Easy: #B.

#A
{
  "formula": "C3H9N5",
  "method": "wB97M-V/def2-TZVPD",
  "homo_ev": -8.81,
  "gap_ev": 9.68,
  "e_lumo_ev": 0.870,
  "smiles": "[H]/N=C(\\NN)N/C(C)=N/[H]",
  "symbols": ["H", "N", "C", "N", "N", "N", "C", "C", "N", "H", "H", "H", "H", "H", "H", "H", "H"],
  "coordinates": [[-2.967, -1.690, 0.658], [-2.026, -1.697, 0.285], [-1.452, -0.690, -0.095], [-1.967, 0.580, -0.037], [-1.140, 1.564, -0.654], [-0.132, -0.800, -0.463], [0.938, -0.240, 0.223], [2.387, -0.513, -0.367], [0.733, 0.742, 1.064], [1.633, 1.219, 1.391], [-2.102, 0.896, 1.059], [-1.706, 2.339, -0.803], [-0.353, 1.966, -0.149], [-0.192, -1.813, -0.548], [3.083, 0.035, 0.291], [2.601, -1.687, -0.420], [2.661, -0.211, -1.434]],
  "mulliken_charge": [0.242, -0.666, 0.386, -0.324, -0.499, -0.209, 0.713, -1.074, -0.751, 0.196, 0.312, 0.274, 0.172, 0.370, 0.330, 0.263, 0.266]
}

#B
{
  "formula": "C3H9N5",
  "method": "wB97M-V/def2-TZVPD",
  "homo_ev": -7.03,
  "gap_ev": 7.23,
  "e_lumo_ev": 0.197,
  "symbols": ["C", "C", "N", "N", "N", "N", "C", "N", "H", "H", "H", "H", "H", "H", "H", "H", "H"],
  "coordinates": [[-0.917, -1.144, 0.870], [0.873, 1.055, 0.528], [-0.321, 1.138, -0.263], [-0.104, -1.664, -0.071], [-0.091, 1.541, -1.589], [-2.077, -0.580, 0.577], [1.268, -1.239, -0.155], [1.734, -0.133, 0.220], [-0.557, -1.922, -0.941], [-0.441, -0.996, 1.839], [0.734, 2.140, -1.678], [0.071, 0.725, -2.185], [-1.588, 0.585, 0.106], [-2.691, -0.466, 1.372], [0.622, 1.049, 1.593], [1.562, 1.901, 0.363], [1.922, -1.990, -0.588]],
  "mulliken_charge": [-0.086, -0.583, -0.227, -0.124, -0.607, -0.676, -0.117, -0.453, 0.274, 0.451, 0.268, 0.177, 0.384, 0.250, 0.312, 0.334, 0.421]
}

Which of them is most stable? Easy: #A.

#A
{
  "formula": "C3H9N5",
  "method": "wB97M-V/def2-TZVPD",
  "homo_ev": -8.51,
  "gap_ev": 9.20,
  "e_lumo_ev": 0.687,
  "smiles": "[H]/N=C(\\N)CNN/C=N/[H]",
  "symbols": ["H", "N", "C", "N", "C", "N", "N", "C", "N", "H", "H", "H", "H", "H", "H", "H", "H"],
  "coordinates": [[-1.681, -0.334, -2.693], [-0.863, 0.194, -2.434], [-0.132, -0.377, -1.631], [-0.383, -1.557, -0.826], [0.956, 0.622, -1.130], [1.227, 0.462, 0.217], [0.430, 1.209, 1.114], [-0.298, 0.432, 2.006], [-0.537, -0.919, 1.759], [-1.095, -1.277, 2.653], [-1.251, -1.907, -0.833], [-0.295, -1.326, 0.151], [1.837, 0.309, -1.622], [0.587, 1.611, -1.430], [1.503, -0.388, 0.577], [0.778, 2.066, 1.525], [-0.781, 1.178, 2.597]],
  "mulliken_charge": [0.221, -0.604, 0.417, -0.635, -0.392, -0.438, -0.120, -0.157, -0.605, 0.205, 0.269, 0.305, 0.253, 0.330, 0.368, 0.238, 0.346]
}

#B
{
  "formula": "C3H9N5",
  "method": "wB97M-V/def2-TZVPD",
  "homo_ev": -8.74,
  "gap_ev": 9.21,
  "e_lumo_ev": 0.472,
  "smiles": "[H]/N=C(\\N=C(N)N)NC",
  "symbols": ["H", "N", "C", "N", "C", "N", "N", "N", "C", "H", "H", "H", "H", "H", "H", "H", "H"],
  "coordinates": [[-1.072, -2.033, 0.023], [-0.098, -2.066, -0.201], [0.152, -0.836, -0.587], [-0.706, 0.357, -0.641], [-1.247, 0.944, 0.363], [-1.189, 0.348, 1.710], [-2.083, 1.966, 0.149], [1.334, -0.250, -1.006], [2.657, -0.770, -0.732], [-2.052, 0.380, 2.108], [-0.742, -0.581, 1.523], [-2.302, 2.246, -0.816], [-2.850, 2.396, 1.042], [1.416, 0.725, -1.034], [2.442, -1.994, -0.715], [3.142, -0.560, 0.451], [3.198, -0.272, -1.638]],
  "mulliken_charge": [0.298, -0.771, 0.560, -0.705, 0.593, -0.572, -0.505, -0.223, -0.833, 0.217, 0.327, 0.253, 0.283, 0.297, 0.272, 0.185, 0.323]
}

Which of them is most stable? Easy: #B.

#A
{
  "formula": "C2H4N2O",
  "method": "wB97M-V/def2-TZVPD",
  "homo_ev": -8.38,
  "gap_ev": 9.15,
  "e_lumo_ev": 0.768,
  "symbols": ["C", "C", "N", "N", "O", "H", "H", "H", "H"],
  "coordinates": [[-0.270, 1.003, 1.258], [-0.248, -1.191, -1.756], [0.962, 0.752, 1.386], [2.003, 0.329, 1.504], [-0.794, -0.621, -0.849], [-0.813, 1.020, 2.190], [-0.592, 1.829, 0.759], [-0.058, -0.834, -2.757], [-0.191, -2.286, -1.735]],
  "mulliken_charge": [-0.475, -0.094, 0.464, -0.553, -0.349, 0.291, 0.282, 0.228, 0.207]
}

#B
{
  "formula": "C2H4N2O",
  "method": "wB97M-V/def2-TZVPD",
  "homo_ev": [-10.97, -9.94],
  "gap_ev": [8.76, 5.89],
  "e_lumo_ev": [-2.217, -4.051],
  "symbols": ["C", "C", "N", "N", "O", "H", "H", "H", "H"],
  "coordinates": [[2.780, 0.818, -0.119], [-1.590, -0.274, 0.017], [2.945, 1.760, 0.553], [0.500, -0.873, -0.167], [-0.399, -0.049, -0.675], [-1.616, -1.274, 0.451], [-2.469, -0.236, -0.732], [-1.674, 0.579, 0.913], [1.525, -0.450, -0.242]],
  "mulliken_charge": [-0.182, -0.397, -0.337, -0.208, 0.031, 0.287, 0.226, 0.248, 0.332]
}

Which of them is most stable? Easy: #A.

#A
{
  "formula": "C3H3ClNO2",
  "method": "wB97M-V/def2-TZVPD",
  "homo_ev": -4.24,
  "charge": -1,
  "gap_ev": 7.89,
  "e_lumo_ev": 3.652,
  "symbols": ["C", "C", "C", "N", "O", "O", "Cl", "H", "H", "H"],
  "coordinates": [[0.010, 0.134, -0.175], [0.936, -0.230, 0.753], [-0.820, -0.932, -0.507], [-0.473, -1.960, 0.317], [-0.830, -3.134, 0.383], [0.644, -1.561, 1.080], [1.867, 2.697, 0.541], [-0.303, 1.081, -0.540], [1.404, 0.565, 1.293], [-1.376, -0.906, -1.388]],
  "mulliken_charge": [-0.329, -0.181, -0.348, 0.671, -0.757, -0.302, -0.872, 0.400, 0.291, 0.428]
}

#B
{
  "formula": "C3H3ClNO2",
  "method": "wB97M-V/def2-TZVPD",
  "homo_ev": -5.03,
  "charge": -1,
  "gap_ev": 8.85,
  "e_lumo_ev": 3.819,
  "symbols": ["C", "C", "C", "N", "O", "O", "Cl", "H", "H", "H"],
  "coordinates": [[-2.373, -0.034, 1.107], [0.759, -1.745, -0.994], [-0.063, 1.162, 0.752], [-1.303, 0.428, 0.912], [1.597, -1.545, -0.224], [-0.065, -2.370, -1.585], [0.858, 0.065, -2.189], [-0.332, 2.357, 0.866], [0.414, 0.964, -0.257], [0.507, 0.719, 1.612]],
  "mulliken_charge": [-0.308, 0.675, -0.261, 0.082, -0.437, -0.509, -0.673, 0.233, -0.046, 0.244]
}

#C
{
  "formula": "C3H3ClNO2",
  "method": "wB97M-V/def2-TZVPD",
  "homo_ev": [-2.64, -2.61],
  "charge": -1,
  "gap_ev": [6.59, 6.57],
  "e_lumo_ev": [3.953, 3.956],
  "symbols": ["C", "C", "C", "N", "O", "O", "Cl", "H", "H", "H"],
  "coordinates": [[0.303, -0.222, -0.271], [0.825, 1.102, -0.127], [0.341, -1.469, -0.255], [2.789, -0.022, 0.168], [4.056, 0.137, 0.060], [2.139, 1.110, -0.013], [-2.619, 0.640, 0.097], [-1.099, 0.124, 0.095], [0.287, 1.958, -0.408], [0.207, -2.591, -0.147]],
  "mulliken_charge": [-0.108, -0.455, -0.187, -0.026, -0.532, -0.089, -0.529, 0.221, 0.382, 0.321]
}

Which of them is most stable? Easy: #B.